Entry 1:
DFT (wB97M-V/def2-TZVPD) results for the molecule C6H6O2 at a distorted geometry.

Geometry as XYZ:
```
14
Properties=species:S:1:pos:R:3:lowdin_charge:R:1
H 1.7840 0.5356 1.0849 0.124
H -1.6982 2.1129 -0.3764 0.094
H -0.3634 -0.9974 -1.5726 0.189
O -1.8500 -1.5245 -0.2403 0.002
C 1.3332 0.1761 0.2122 -0.219
H 1.2577 -1.8066 1.1907 0.182
O 1.9282 -0.8605 -0.6271 0.002
C -1.0149 1.3001 -0.2968 0.004
C -1.3814 -0.1255 0.2180 -0.185
H 0.7565 2.2437 -0.5263 0.115
C 0.8609 -1.2306 0.2673 -0.154
C -0.5140 -1.0300 -0.4478 -0.278
H -1.4289 -0.0489 1.3539 0.169
C 0.3305 1.2557 -0.2398 -0.045
```

Output
LUMO = 0.0268 hartree
maximum force = 3.6 eV Å⁻¹
SMILES = C1=C[C@H]2O[C@@H]2[C@H]2O[C@@H]12
energy relative to the best compared isomer or geometry (same formula, charge and spin) = 541.9 kJ/mol
spin multiplicity = 1
DFT total energy = -10407.79293 eV
frontier orbital gap = 0.390 Ha

***

Entry 2:
DFT (wB97M-V/def2-TZVPD) results for a structure of composition CH2LiMgO at a distorted geometry.

Geometry as XYZ:
```
6
Properties=species:S:1:pos:R:3:lowdin_charge:R:1
O 0.9239 0.0220 0.1917 -0.587
C -0.4426 -0.2749 0.2566 -0.269
Li 0.7829 -1.5344 1.0469 0.780
Mg 0.6582 1.4321 -1.2119 0.936
H -0.9175 -0.2156 -0.9950 0.087
H -1.0049 0.5708 0.7118 0.052
```

Output
LUMO (alpha / beta) = -0.1869 / -0.2319 hartree
maximum force = 6.7 eV Å⁻¹
energy relative to the best compared isomer or geometry (same formula, charge and spin) = 0.0 kJ/mol
spin multiplicity = 1
DFT total energy = -8757.56296 eV
frontier orbital gap (alpha / beta) = 0.348 / 0.189 Ha
net charge = +1

***

Entry 3:
DFT (wB97M-V/def2-TZVPD) results for a cluster of 2 separate species, C11H18 in total at a distorted geometry.

Geometry as XYZ:
```
29
Properties=species:S:1:pos:R:3:lowdin_charge:R:1
H -0.9529 3.5148 0.2718 0.094
H 0.8396 0.1079 -1.4613 0.098
H -0.7691 0.4989 -1.0188 0.139
C -0.2393 -3.5642 1.5835 0.032
H -0.0828 4.2290 1.5618 0.048
H -0.5056 -4.2075 2.4590 0.159
H 2.0333 4.1037 0.3752 0.088
H 1.1159 1.8297 1.8577 0.065
C -0.1327 -0.3471 -1.4112 -0.135
H 1.0301 3.7571 -1.1212 0.067
C 0.9338 -1.9012 0.2022 0.017
H 0.3709 -0.7753 -3.4019 0.108
C 1.2555 3.4409 -0.0937 -0.104
H 1.9023 -1.4611 -0.0357 0.137
C -1.3980 -2.3232 -0.2486 0.056
C -0.1973 -1.6294 -0.5574 -0.130
C -0.6259 -0.6123 -2.9184 -0.022
C -1.3689 -3.2083 0.8411 -0.026
C 0.9411 -2.9683 1.1294 0.003
H -0.2705 1.2339 1.0913 0.071
H 1.8876 -3.2467 1.7356 0.161
H -1.2102 -1.4370 -2.9469 0.019
H 1.7741 2.5171 -0.0376 0.024
H -0.4466 2.2717 2.6120 0.063
C -0.0272 3.5380 0.8398 -0.241
H -1.2811 0.1791 -3.2646 0.086
C 0.0901 2.2165 1.6560 -0.150
H -2.3337 -3.6596 1.0814 0.127
H -2.3325 -2.0971 -0.7805 0.146
```

Output
LUMO (alpha / beta) = -0.1555 / -0.3117 hartree
maximum force = 6.3 eV Å⁻¹
energy relative to the best compared isomer or geometry (same formula, charge and spin) = 219.6 kJ/mol
spin multiplicity = 2
⟨S²⟩ = 0.769
DFT total energy = -11688.21259 eV
frontier orbital gap (alpha / beta) = 0.337 / 0.181 Ha
net charge = +1

***

Entry 4:
DFT (wB97M-V/def2-TZVPD) results for a structure of composition C3H4F2 at a distorted geometry.

Geometry as XYZ:
```
9
Properties=species:S:1:pos:R:3:lowdin_charge:R:1
C 1.1854 -1.1786 0.2703 0.032
H -1.2654 1.3922 -0.5817 0.143
C -1.0095 0.4294 0.0174 -0.147
H -1.4977 0.1380 1.3330 0.224
F -1.7013 -0.4999 -0.7990 -0.115
H 0.7725 -2.4035 0.1781 0.143
H 2.3666 -0.6925 0.3550 0.135
F 1.2393 1.1473 0.3945 -0.041
C 0.4545 0.0391 0.1049 -0.373
```

Output
LUMO = 0.0153 hartree
maximum force = 4.7 eV Å⁻¹
energy relative to the best compared isomer or geometry (same formula, charge and spin) = 346.7 kJ/mol
spin multiplicity = 1
DFT total energy = -8606.52092 eV
frontier orbital gap = 0.368 Ha

***

Entry 5:
DFT (wB97M-V/def2-TZVPD) results for a structure of composition C17H18F7N3O5PtSb at a distorted geometry.

Geometry as XYZ:
```
52
Properties=species:S:1:pos:R:3:lowdin_charge:R:1
C -4.0361 -0.4669 -2.4801 -0.061
F 2.1733 1.1531 1.7438 0.103
H -2.0172 1.3175 0.0755 0.104
O 1.6199 -2.9622 -0.7873 -0.166
C 1.1690 0.6546 1.0113 -0.161
C -3.2579 -0.3803 -1.2069 -0.240
O 2.2833 -7.3122 -2.8511 0.244
C 1.3572 -0.5456 0.4109 0.118
F 3.8999 -4.3319 -0.7863 -0.501
H -1.5104 3.1301 3.1098 0.142
C -3.3961 0.8293 -2.0836 -0.078
H -0.7098 6.2473 1.4294 0.189
H 1.3322 2.9678 3.0124 0.143
H -0.0819 5.1146 0.4329 0.186
C -0.6287 -2.9739 -1.6082 -0.010
C 0.4557 4.8121 2.4097 -0.072
N -0.5131 5.2504 1.3465 0.078
C -0.9175 -0.4463 -0.4056 -0.089
H -2.5042 5.0162 2.0347 0.144
H -5.1070 -0.5743 -2.3879 0.123
C 0.9196 3.3920 2.0972 -0.108
H -3.6009 -0.9890 -3.3225 0.119
C -1.5024 3.0830 2.0173 -0.118
H -2.2942 2.3958 1.7427 0.126
F 3.2350 -2.9991 1.4679 -0.346
F 5.1006 -4.8153 1.5421 -0.315
N -1.9568 -1.0438 -1.1170 0.052
F 4.4337 -1.7548 -0.4379 -0.340
H -0.0691 4.8934 3.3573 0.141
N -0.2053 2.6155 1.5522 -0.062
Sb 4.9486 -3.1711 0.6902 1.454
H 2.3003 -1.0630 0.5311 0.116
O 0.4321 -5.1097 -2.2602 -0.209
C 0.4488 -2.4070 -0.9265 -0.213
Pt 2.1084 -4.6569 -1.5236 1.566
H -3.7934 -0.4179 -0.2671 0.165
H 1.7189 3.4287 1.3598 0.139
C -1.8047 4.4557 1.4197 -0.055
H -2.1927 4.3903 0.4070 0.137
H -2.6601 -2.6657 -2.1699 0.161
O -1.6469 -4.6768 -2.8618 0.166
H 1.2985 5.4976 2.4232 0.148
H -2.5235 1.1327 -2.6487 0.121
O 2.8093 -6.4900 -2.1782 -0.066
C -0.0489 1.3828 0.9332 -0.105
C -1.0792 0.8001 0.2038 0.073
C 0.3034 -1.1275 -0.3120 -0.037
C -0.6643 -4.3054 -2.2944 -0.489
F 6.3992 -3.5443 -0.4020 -0.308
H -4.0250 1.6356 -1.7310 0.112
F 5.8056 -2.1212 1.9500 -0.310
C -1.8056 -2.2443 -1.6612 0.087
```

Output
LUMO (alpha / beta) = -0.3896 / -0.3845 hartree
maximum force = 1.5 eV Å⁻¹
spin multiplicity = 2
⟨S²⟩ = 1.165
DFT total energy = -61415.12081 eV
frontier orbital gap (alpha / beta) = 0.148 / 0.154 Ha
net charge = +2

***

Entry 6:
DFT (wB97M-V/def2-TZVPD) results for the molecule C9H10N2O2S at a distorted geometry.

Geometry as XYZ:
```
24
Properties=species:S:1:pos:R:3:lowdin_charge:R:1
C -1.5713 -0.8389 -2.8338 -0.088
C -1.0755 -2.0294 -3.4201 -0.099
C -1.0232 -0.2385 -1.7256 -0.054
C 0.1715 2.5011 2.3012 -0.047
N 0.2119 0.9911 0.5041 0.139
O 2.7463 -1.4369 0.7766 -0.298
C -0.0168 -2.6297 -2.7748 -0.099
H 1.0738 3.2085 2.2333 0.106
H -0.6462 2.7704 1.5382 0.108
H 1.2521 -0.1981 3.4696 0.147
C 0.5437 -2.1019 -1.6344 -0.017
S 1.4124 -1.1037 1.2553 0.684
H -2.5262 -0.3084 -3.2153 0.131
O 0.6014 -2.2230 1.7134 -0.293
H 1.2816 -2.4576 -1.0034 0.074
C 0.5473 1.1777 1.7534 -0.431
C 1.3753 0.2065 2.4260 -0.170
H -1.3549 0.7073 -1.3675 0.098
H 0.3880 -3.5488 -3.3204 0.132
C 0.0098 -0.9083 -1.1415 -0.213
H -1.4598 -2.4569 -4.3826 0.116
H -0.1149 2.5134 3.4058 0.102
N 0.6007 -0.3224 0.0509 -0.176
H 2.4531 0.5840 2.4022 0.150
```

Output
LUMO = 0.0153 hartree
maximum force = 4.2 eV Å⁻¹
SMILES = CC1=NN(c2ccccc2)S(=O)(=O)C1
energy relative to the best compared isomer or geometry (same formula, charge and spin) = 347.1 kJ/mol
spin multiplicity = 1
DFT total energy = -27402.82750 eV
frontier orbital gap = 0.326 Ha